Molecular formula: C2HNiO3
Method: DFT, ωB97M-V with the def2-TZVPD basis set

Summary:
Multiplicity: 4
Orbital gap (alpha / beta) (eV): 7.7 / 8.7
E_HOMO (alpha / beta) (Ha): -0.7225 / -0.8586
Total charge: +2
<S²>: 3.755
E_LUMO (alpha / beta) (eV): -12.01 / -14.67
Maximum force (eV Å⁻¹): 5.152

Each line ends with the natural charge from an NBO analysis.
Geometry (Å):
1 H 1.7860 0.3024 -2.2303  0.237
2 O -0.1139 -0.2004 -1.6207  -0.726
3 O 0.5636 0.1862 2.6543  -0.268
4 O -1.1661 -0.0483 1.1846  -0.770
5 C 1.0623 -0.0765 -1.4743  0.600
6 C -0.4383 0.0667 2.0986  1.123
7 Ni -1.6935 -0.2301 -0.6122  1.804

Cartesian forces (eV/Å) of the 3 atoms listed first:
H -0.015 -0.172 -0.017
O -0.805 0.072 -0.515
O -2.615 -0.206 0.379

***

Molecular formula: C2HO2P2
Method: DFT, ωB97M-V with the def2-TZVPD basis set

Summary:
Relative energy (zero: lowest compared OMol25 entry of this formula, charge and spin) (kJ/mol): 192.66
Orbital gap (alpha / beta) (eV): 6.4 / 6.5
E_HOMO (alpha / beta) (Ha): -0.0982 / -0.0982
Total charge: -1
E_LUMO (alpha / beta) (eV): 3.78 / 3.78
Maximum force (eV Å⁻¹): 2.876

Each line ends with the natural charge from an NBO analysis.
Geometry (Å):
1 C 0.9222 -1.1133 0.1152  0.968
2 C -0.8032 0.2029 -0.0413  -1.143
3 O 0.6938 -2.1958 -0.2597  -0.643
4 O 1.7334 -0.3255 0.4847  -0.684
5 P -0.0367 1.6543 0.6020  0.357
6 P -0.6442 1.6278 -1.3464  -0.031
7 H -1.8653 0.1496 0.4455  0.175

Cartesian forces (eV/Å) of the 3 atoms listed first:
C -1.735 2.274 -0.300
C -1.201 -1.062 0.681
O -0.379 -2.348 -0.495

***

Molecular formula: C2HO3S
Method: DFT, ωB97M-V with the def2-TZVPD basis set

Summary:
Relative energy (zero: lowest compared OMol25 entry of this formula, charge and spin) (kJ/mol): 503.92
Orbital gap (alpha / beta) (eV): 7.5 / 7.5
E_HOMO (alpha / beta) (Ha): -0.1311 / -0.1312
Total charge: -1
E_LUMO (alpha / beta) (eV): 3.95 / 3.95
Maximum force (eV Å⁻¹): 9.586

Each line ends with the natural charge from an NBO analysis.
Geometry (Å):
1 C -0.0927 0.4950 -0.7577  -0.666
2 C -1.2579 0.1957 0.2811  0.451
3 O -2.3418 0.3198 0.7736  -0.666
4 O -4.3828 -1.3250 0.0947  -0.955
5 O -5.0000 0.9992 -0.1853  -0.935
6 S -3.9241 0.0341 -0.3872  1.651
7 H 0.4427 -0.3572 -0.6979  0.121

Cartesian forces (eV/Å) of the 3 atoms listed first:
C -7.843 1.418 5.326
C 6.340 2.112 -5.904
O 0.181 0.296 2.179

***

Molecular formula: C2HO3S2
Method: DFT, ωB97M-V with the def2-TZVPD basis set

Summary:
Relative energy (zero: lowest compared OMol25 entry of this formula, charge and spin) (kJ/mol): 42.89
Orbital gap (eV): 7.6
E_HOMO (Ha): -0.1572
Total charge: -1
SMILES: O=C([O-])C1(O)SS1
E_LUMO (eV): 3.30
Maximum force (eV Å⁻¹): 2.145

Each line ends with the natural charge from an NBO analysis.
Geometry (Å):
1 O -1.5891 0.8814 0.0135  -0.759
2 C -0.3525 1.0264 0.0355  0.737
3 O 0.4042 1.9593 -0.0181  -0.686
4 C 0.2696 -0.4237 0.0020  -0.096
5 O -0.6989 -1.3760 -0.0603  -0.734
6 S 1.7148 -0.7334 -1.0798  -0.002
7 S 1.6757 -0.6752 1.0447  0.044
8 H -1.4237 -0.6587 0.0625  0.496

Cartesian forces (eV/Å) of the 3 atoms listed first:
O -1.453 0.697 0.401
C 0.512 -1.880 -0.898
O 0.490 1.688 0.248

***

Molecular formula: C2HO4
Method: DFT, ωB97M-V with the def2-TZVPD basis set

Summary:
Relative energy (zero: lowest compared OMol25 entry of this formula, charge and spin) (kJ/mol): 19.57
Orbital gap (eV): 9.4
E_HOMO (Ha): -0.1874
Total charge: -1
E_LUMO (eV): 4.35
Maximum force (eV Å⁻¹): 4.131

Each line ends with the natural charge from an NBO analysis.
Geometry (Å):
1 C 1.2297 -0.2120 -0.0501  0.691
2 C -1.4564 0.2219 0.0429  1.021
3 O -1.7879 -0.6785 0.7328  -0.654
4 O 0.2887 0.5223 0.2328  -0.675
5 O -1.8341 1.0801 -0.6735  -0.656
6 O 1.3650 -1.1188 -0.8585  -0.709
7 H 2.1950 0.1850 0.5735  -0.018

Cartesian forces (eV/Å) of the 3 atoms listed first:
C 4.109 -0.396 0.159
C -0.282 0.048 -0.186
O 0.307 -0.954 0.724

***

Molecular formula: C2HO4P
Method: DFT, ωB97M-V with the def2-TZVPD basis set

Summary:
Relative energy (zero: lowest compared OMol25 entry of this formula, charge and spin) (kJ/mol): 94.34
Orbital gap (eV): 8.9
E_HOMO (Ha): -0.3518
Total charge: 0
E_LUMO (eV): -0.72
Maximum force (eV Å⁻¹): 4.487

Each line ends with the natural charge from an NBO analysis.
Geometry (Å):
1 C -2.9807 -0.5766 0.6498  1.044
2 C 1.8162 -1.3857 0.2856  0.329
3 O -3.8529 -1.2764 0.5675  -0.463
4 O 2.5498 -1.4319 1.1410  -0.412
5 O -2.0345 0.1135 0.7428  -0.560
6 O -0.3537 -1.3219 -1.3834  -1.062
7 P 0.1184 -0.8260 -0.1070  1.204
8 H 1.4442 0.3221 -0.0545  -0.079

Cartesian forces (eV/Å) of the 3 atoms listed first:
C 3.665 2.572 0.298
C 0.176 0.297 0.093
O -3.043 -2.235 -0.278

***

Molecular formula: C2HO4S
Method: DFT, ωB97M-V with the def2-TZVPD basis set

Summary:
Relative energy (zero: lowest compared OMol25 entry of this formula, charge and spin) (kJ/mol): 139.07
Orbital gap (eV): 7.6
E_HOMO (Ha): -0.1389
Total charge: -1
E_LUMO (eV): 3.84
Maximum force (eV Å⁻¹): 3.849

Each line ends with the natural charge from an NBO analysis.
Geometry (Å):
1 C 0.1366 2.0610 -0.0004  0.932
2 C -1.3467 0.5808 0.0518  -0.192
3 O 1.0695 1.2929 -0.0717  -0.708
4 O -0.1891 3.1951 0.1654  -0.635
5 O -3.5310 -0.9309 0.1007  -1.025
6 O -0.6417 -0.5764 0.0682  -0.730
7 S -3.0221 0.4385 -0.1241  0.843
8 H 0.4288 -0.4289 0.0744  0.515

Cartesian forces (eV/Å) of the 3 atoms listed first:
C -0.843 -1.507 0.734
C 0.813 -0.223 -0.961
O 0.551 0.586 -0.251

***

Molecular formula: C2I5O2S
Method: DFT, ωB97M-V with the def2-TZVPD basis set

Summary:
Relative energy (zero: lowest compared OMol25 entry of this formula, charge and spin) (kJ/mol): 35.81
Orbital gap (eV): 5.8
E_HOMO (Ha): -0.1422
Total charge: -1
E_LUMO (eV): 1.92
Maximum force (eV Å⁻¹): 2.183

Each line ends with the natural charge from an NBO analysis.
Geometry (Å):
1 C 0.8715 -0.1084 -0.5313  -0.451
2 C 0.7283 -1.1750 0.1969  -0.442
3 O -2.9854 0.6502 1.2032  -0.913
4 O -2.5401 -0.2609 -1.0329  -0.910
5 S -2.6976 0.9212 -0.1922  1.549
6 I -0.0335 1.7539 -0.0480  0.402
7 I 2.1206 0.0016 -2.2038  0.247
8 I 3.3656 2.2750 0.9912  -0.935
9 I -0.4466 -1.0201 1.9485  0.247
10 I 1.6172 -3.0374 -0.3317  0.206

Cartesian forces (eV/Å) of the 3 atoms listed first:
C 0.544 1.773 -1.152
C -0.448 -1.367 1.168
O -0.217 0.346 -0.341

***

Molecular formula: C2INO
Method: DFT, ωB97M-V with the def2-TZVPD basis set

Summary:
Multiplicity: 3
Orbital gap (alpha / beta) (eV): 8.3 / 9.0
E_HOMO (alpha / beta) (Ha): -0.3438 / -0.4085
Total charge: 0
<S²>: 2.025
E_LUMO (alpha / beta) (eV): -1.05 / -2.11
Maximum force (eV Å⁻¹): 6.806

Each line ends with the natural charge from an NBO analysis.
Geometry (Å):
1 C -0.3589 0.3887 0.1649  0.055
2 C 0.1072 -0.7881 0.4065  -0.069
3 N -0.7651 1.4373 -0.1389  -0.172
4 O 1.5199 -0.9401 -0.7674  -0.224
5 I -0.3890 -2.3114 1.5340  0.410

Cartesian forces (eV/Å) of the 3 atoms listed first:
C -1.584 3.508 -0.830
C 5.288 -3.332 -2.692
N -0.130 0.380 0.061

***

Molecular formula: C2N5
Method: DFT, ωB97M-V with the def2-TZVPD basis set

Summary:
Relative energy (zero: lowest compared OMol25 entry of this formula, charge and spin) (kJ/mol): 520.17
Orbital gap (alpha / beta) (eV): 7.2 / 7.1
E_HOMO (alpha / beta) (Ha): -0.2420 / -0.2405
Total charge: -1
E_LUMO (alpha / beta) (eV): 0.57 / 0.52
Maximum force (eV Å⁻¹): 4.581

Each line ends with the natural charge from an NBO analysis.
Geometry (Å):
1 C -2.7373 0.0503 -0.0544  0.016
2 C 0.2804 -0.0742 -0.0504  0.628
3 N -3.8712 0.0672 0.0386  -0.630
4 N 1.0246 -1.1705 0.0141  -0.400
5 N 0.9133 1.0855 0.0307  -0.397
6 N 2.2232 -0.6443 0.0230  -0.107
7 N 2.1672 0.6861 -0.0016  -0.110

Cartesian forces (eV/Å) of the 3 atoms listed first:
C 4.574 -0.204 -0.122
C 1.847 0.451 0.385
N -2.716 0.062 0.175

***

Question: Which of these has the highest total charge?
Answer: C2HNiO3

***

Question: Which of these has the highest total charge?
Answer: C2HNiO3

***

Question: Which of these has the highest total charge?
Answer: C2HNiO3

***

Question: Which of these has the lowest maximum force?
Answer: C2HO3S2